A.
{"formula": "C6H12N2O", "method": "wB97M-V/def2-TZVPD", "species": ["O", "H", "H", "H", "H", "H", "C", "N", "C", "C", "H", "N", "H", "C", "H", "H", "C", "H", "C", "H", "H"], "positions_angstrom": [[2.163, 1.178, -0.977], [0.053, 1.784, 0.898], [-1.279, -3.083, 2.218], [-0.370, -4.090, 1.091], [0.513, 3.822, -1.974], [0.947, -0.590, 0.434], [-0.710, -2.081, 0.392], [0.173, 2.098, -0.091], [-1.256, -0.729, 0.751], [1.334, 2.041, -1.114], [1.775, 2.966, -2.967], [-0.591, 1.800, -1.000], [-1.947, -0.675, 1.584], [0.188, -1.068, 1.038], [2.279, 3.881, -1.610], [-2.068, -3.717, 0.775], [-1.130, -3.311, 1.161], [0.480, -1.225, 2.068], [1.448, 3.264, -1.968], [-0.545, -2.252, -0.665], [-1.458, -0.012, -0.045]], "nbo_charge": [-0.57, 0.37, 0.20, 0.21, 0.24, 0.23, -0.22, -0.30, -0.45, 0.66, 0.24, -0.16, 0.21, -0.45, 0.24, 0.21, -0.60, 0.21, -0.70, 0.21, 0.23], "lumo_energy_ev": 0.227, "gap_ha": 0.3237, "mol_weight_g_mol": 128.2, "charge": 0}

B.
{"formula": "C6H12N2O", "method": "wB97M-V/def2-TZVPD", "species": ["C", "H", "H", "H", "H", "C", "H", "C", "C", "H", "H", "O", "C", "H", "H", "N", "H", "H", "C", "H", "N"], "positions_angstrom": [[1.503, -1.029, -0.456], [1.838, -0.725, -1.450], [-3.246, 1.021, 0.184], [0.920, 2.143, 0.812], [-0.308, 0.160, -2.773], [-0.371, -0.250, 1.063], [-1.228, -0.828, -1.604], [-1.465, 0.481, 0.737], [1.554, 1.321, 0.489], [2.230, 1.065, 1.311], [-1.303, -1.848, 1.909], [-0.468, 0.963, -0.876], [0.726, 0.101, 0.163], [0.063, -1.373, 2.705], [2.394, -1.246, 0.139], [-2.589, 0.945, 0.953], [-1.932, 0.667, -2.272], [2.150, 1.635, -0.368], [-1.004, 0.198, -1.930], [0.908, -1.936, -0.529], [-0.371, -1.467, 1.793]], "nbo_charge": [-0.68, 0.23, 0.37, 0.24, 0.18, -0.22, 0.17, 0.53, -0.65, 0.22, 0.38, -0.59, 0.40, 0.36, 0.24, -0.71, 0.19, 0.22, -0.26, 0.24, -0.83], "lumo_energy_ev": 0.868, "gap_ha": 0.3002, "mol_weight_g_mol": 128.2, "charge": 0}

Which of them is the most stable, and which is the least stable? B and A, in that order.

A.
{"formula": "C6H12N2O", "method": "wB97M-V/def2-TZVPD", "species": ["H", "H", "C", "H", "H", "H", "C", "N", "H", "H", "N", "C", "C", "O", "H", "C", "H", "H", "H", "C", "H"], "positions_angstrom": [[-0.291, 0.637, 2.842], [-1.639, -2.184, -0.043], [-0.665, -0.481, -0.034], [2.414, -1.028, 1.536], [-2.133, 1.088, -0.395], [-1.645, -0.418, -2.297], [0.204, -0.380, 2.368], [-0.244, 2.040, -0.918], [0.958, -0.383, -2.862], [1.323, -0.509, 2.923], [0.534, 0.155, -2.130], [-1.142, 0.850, -0.628], [1.749, -0.696, 0.721], [-1.688, -1.264, 0.318], [1.843, -1.333, -0.236], [-0.770, -0.079, -1.567], [-0.235, 2.754, -0.024], [0.622, 1.647, -1.153], [0.645, 1.325, -2.511], [0.414, -0.440, 0.910], [-0.255, -1.301, 3.178]], "nbo_charge": [0.21, 0.48, 0.17, 0.20, 0.22, 0.21, -0.65, -0.84, 0.39, 0.21, -0.87, -0.09, -0.39, -0.70, 0.19, -0.06, 0.37, 0.37, 0.36, -0.04, 0.24], "lumo_energy_ev": 0.817, "smiles": "C=C(C)[C@]1(O)[C@H](N)[C@@H]1N", "gap_ha": 0.3190, "mol_weight_g_mol": 128.2, "charge": 0}

B.
{"formula": "C6H12N2O", "method": "wB97M-V/def2-TZVPD", "species": ["N", "H", "N", "H", "C", "H", "H", "C", "C", "H", "C", "O", "H", "C", "H", "H", "H", "H", "C", "H", "H"], "positions_angstrom": [[1.328, -0.308, 0.304], [0.352, -1.777, 1.354], [2.329, -1.121, 0.059], [-1.764, -2.566, -0.102], [0.069, 1.723, 0.075], [-0.619, -1.861, -1.327], [1.705, 1.114, -1.135], [0.196, -0.741, 1.081], [-1.422, -1.624, -0.634], [0.275, -0.216, 2.062], [1.401, 1.081, -0.088], [3.256, -0.560, -0.549], [-1.865, -0.438, 1.066], [-1.058, 0.828, -0.412], [-2.025, 1.381, -0.385], [0.021, 2.670, -0.533], [-0.133, 2.014, 1.105], [-0.843, 0.627, -1.477], [-1.113, -0.490, 0.320], [-2.259, -1.325, -1.313], [2.171, 1.587, 0.529]], "nbo_charge": [-0.21, 0.23, 0.23, 0.21, -0.41, 0.22, 0.23, -0.22, -0.61, 0.20, -0.26, -0.45, 0.21, -0.39, 0.22, 0.22, 0.20, 0.20, -0.25, 0.21, 0.22], "lumo_energy_ev": 0.826, "smiles": "C[C@@H]1CCCN(N=O)C1", "gap_ha": 0.3634, "mol_weight_g_mol": 128.2, "charge": 0}

C.
{"formula": "C6H12N2O", "method": "wB97M-V/def2-TZVPD", "species": ["C", "H", "N", "C", "C", "C", "H", "C", "H", "H", "H", "O", "H", "C", "N", "H", "H", "H", "H", "H", "H"], "positions_angstrom": [[2.156, 0.210, 0.072], [-1.268, 2.048, -1.533], [1.234, -0.506, 0.795], [-1.004, -1.841, 0.691], [-0.241, -0.506, 0.722], [-1.062, 0.934, -1.372], [2.941, 0.418, 0.863], [0.638, -0.195, 2.085], [-2.526, 0.851, -2.821], [-2.516, -0.605, -1.793], [0.798, -0.948, 2.884], [2.304, 0.580, -1.091], [-1.932, 1.011, 0.545], [-0.834, 0.805, 0.164], [-2.463, 0.425, -1.731], [-0.288, 0.649, -2.007], [-0.025, 1.531, 0.566], [0.627, 0.897, 2.429], [-2.056, -1.569, 0.985], [-0.588, -2.630, 1.315], [-0.920, -2.166, -0.330]], "nbo_charge": [0.55, 0.19, -0.47, -0.63, 0.16, -0.23, 0.09, -0.25, 0.36, 0.35, 0.21, -0.58, 0.24, -0.44, -0.85, 0.20, 0.22, 0.20, 0.23, 0.23, 0.22], "lumo_energy_ev": 0.855, "smiles": "C[C@@]1(CCN)CN1C=O", "gap_ha": 0.3876, "mol_weight_g_mol": 128.2, "charge": 0}

Which of them is the most stable, and which is the least stable? B and A, in that order.

A.
{"formula": "C6H12N2O", "method": "wB97M-V/def2-TZVPD", "species": ["C", "H", "H", "C", "C", "H", "H", "H", "N", "C", "H", "H", "H", "H", "H", "C", "H", "H", "C", "N", "O"], "positions_angstrom": [[-0.961, -0.841, 0.165], [-2.838, -1.703, -0.848], [1.069, -1.026, -1.228], [-2.092, -0.635, -0.797], [2.540, -0.411, 0.094], [3.413, 0.157, 0.316], [-2.711, 0.561, -0.403], [1.234, 0.365, 1.687], [0.829, 0.974, -0.579], [0.324, -0.437, -0.409], [-1.692, 0.684, 1.018], [-1.387, -0.184, -2.193], [-2.287, -0.560, 1.540], [2.941, -0.983, -0.979], [2.388, -1.409, 0.742], [1.346, 0.073, 0.527], [1.077, 3.053, 0.106], [-0.987, -1.893, -0.092], [0.189, 2.142, -0.072], [-1.309, -0.136, 1.412], [-1.085, 2.210, -0.008]], "nbo_charge": [-0.24, 0.23, 0.26, -0.57, -0.60, 0.22, 0.23, 0.28, -0.51, -0.05, 0.38, 0.19, 0.35, 0.23, 0.21, -0.12, 0.16, 0.24, 0.55, -0.80, -0.62], "lumo_energy_ev": 0.739, "gap_ha": 0.3775, "mol_weight_g_mol": 128.2, "charge": 0}

B.
{"formula": "C6H12N2O", "method": "wB97M-V/def2-TZVPD", "species": ["C", "H", "H", "H", "H", "C", "H", "N", "C", "N", "C", "H", "C", "O", "H", "H", "H", "H", "H", "C", "H"], "positions_angstrom": [[-0.041, 2.064, -0.974], [-1.672, -1.130, 2.461], [3.446, -0.343, 0.896], [-0.902, -2.825, -1.161], [-0.413, 1.346, -1.724], [-1.727, -2.483, -0.513], [0.960, -0.241, 0.319], [3.547, 1.613, 0.001], [1.329, 1.699, -0.511], [1.625, 0.507, 0.110], [2.960, 0.497, 0.399], [2.730, 3.348, -0.986], [-2.166, -1.516, 1.554], [-1.157, -1.973, 0.676], [-2.393, -3.338, -0.310], [-2.759, -0.702, 1.103], [-0.002, 3.065, -1.435], [-2.851, -2.330, 1.845], [-0.752, 2.092, -0.131], [2.539, 2.361, -0.564], [-2.301, -1.711, -1.052]], "nbo_charge": [-0.64, 0.20, 0.20, 0.20, 0.22, -0.25, 0.43, -0.46, 0.08, -0.53, 0.15, 0.20, -0.25, -0.55, 0.17, 0.17, 0.23, 0.17, 0.22, -0.11, 0.17], "lumo_energy_ev": 0.680, "smiles": "Cc1cnc[nH]1.COC", "gap_ha": 0.3308, "mol_weight_g_mol": 128.2, "charge": 0}

Which of them is the most stable, and which is the least stable? B and A, in that order.

A.
{"formula": "C3H2N2O2", "method": "wB97M-V/def2-TZVPD", "species": ["H", "C", "C", "N", "C", "O", "N", "H", "O"], "positions_angstrom": [[-0.857, -1.750, -0.913], [-0.271, -0.995, -0.417], [0.507, 1.099, 0.042], [0.766, 0.170, 1.212], [-0.120, 0.226, -0.901], [0.725, 2.286, 0.050], [0.229, -1.062, 0.944], [-0.505, 0.261, -1.876], [-0.473, -0.235, 1.860]], "nbo_charge": [0.23, 0.02, 0.60, -0.05, -0.34, -0.46, -0.04, 0.24, -0.21], "lumo_energy_ev": -0.927, "smiles": "O=c1ccn2on12", "gap_ha": 0.3454, "mol_weight_g_mol": 98.1, "charge": 0}

B.
{"formula": "C3H2N2O2", "method": "wB97M-V/def2-TZVPD", "species": ["C", "C", "O", "H", "O", "N", "N", "H", "C"], "positions_angstrom": [[1.537, -0.435, -0.167], [-1.770, 2.237, 0.792], [0.617, 0.396, 0.371], [-0.731, -1.305, -0.957], [1.316, -1.423, -0.810], [-1.393, 1.134, 0.918], [-1.365, -0.687, -0.471], [2.525, -0.066, 0.120], [-0.736, 0.149, 0.203]], "nbo_charge": [0.66, 0.40, -0.50, 0.39, -0.55, -0.59, -0.60, 0.14, 0.64], "lumo_energy_ev": 0.174, "gap_ha": 0.4239, "mol_weight_g_mol": 98.1, "charge": 0}

Which of them is the most stable, and which is the least stable? B and A, in that order.